Entry from the OMol25 dataset: a 2-piece molecular cluster, C4H10S overall at a distorted geometry (ωB97M-V/def2-TZVPD).

Its largest force on an atom is 1.31 eV/A. Its calculated total energy is -15144.13577 eV. The SMILES is C=CC.CS. The net charge is 0. The HOMO-LUMO gap comes out at 0.368 Ha.

Bonds (Å) are listed after each position.
Cartesian coordinates (Å):
1 C 1.358 3.093 0.129  C2 1.327, H4 1.084, H5 1.084
2 C 1.229 1.833 -0.267  C1 1.327, C3 1.509, H6 1.082
3 C 2.192 1.169 -1.220  C2 1.509, H7 1.092, H8 1.098, H9 1.086
4 H 0.691 3.512 0.874  C1 1.084
5 H 2.182 3.743 -0.144  C1 1.084
6 H 0.398 1.282 0.155  C2 1.082
7 H 1.740 1.347 -2.198  C3 1.092
8 H 3.145 1.710 -1.278  C3 1.098
9 H 2.527 0.186 -0.904  C3 1.086
10 C -2.470 -2.968 1.301  S11 1.843, H12 1.087, H13 1.090, H14 1.084
11 S -2.057 -2.805 -0.488  C10 1.843, H15 1.337
12 H -3.285 -2.348 1.665  C10 1.087
13 H -2.803 -3.991 1.474  C10 1.090
14 H -1.544 -2.826 1.849  C10 1.084
15 H -3.305 -2.936 -0.949  S11 1.337

These are the natural (NBO) partial charges, in e, on atoms 1 to 6:
1. C -0.408
2. C -0.169
3. C -0.662
4. H 0.192
5. H 0.186
6. H 0.198